Entry 1:
Here is 7 unconnected molecules or ions with the total composition C34H55Br12F5NO2 in a non-equilibrium geometry from OMol25. Energies are from ωB97M-V with the def2-TZVPD basis set.

```
109
Properties=species:S:1:pos:R:3:forces:R:3
Br 9.020697 2.641548 4.045413 0.1 0.1 0.0
Br 12.323619 -0.237186 -2.113587 0.0 0.0 0.1
Br 5.801022 5.205310 -0.618566 -0.1 -0.1 -0.1
Br 9.320536 1.280568 -0.590810 0.0 0.1 0.0
Br 0.589334 -1.342434 3.006373 0.1 0.0 0.1
Br 10.635629 5.334013 8.155853 0.0 0.0 -0.1
Br 12.703136 2.433702 4.095350 0.0 -0.1 0.0
Br 13.196330 6.681447 5.868427 0.0 0.1 0.1
Br 2.291819 4.000671 -0.382445 -0.2 2.0 -0.3
Br 0.891700 -4.478331 4.940745 -0.1 0.0 0.0
Br -4.923571 1.848169 1.942009 0.0 -0.1 0.0
Br -1.892937 1.822639 4.051081 0.0 -0.1 0.0
F 5.602277 -0.366823 -2.797818 0.3 -0.6 0.1
F 4.934568 -2.332270 -2.028242 0.4 0.3 0.0
F 4.009054 -1.468599 -3.775652 0.4 -0.1 0.1
F -0.258333 -1.610685 -2.308892 0.0 0.0 0.3
F -0.461644 -1.754985 -0.147479 0.1 0.1 -0.2
O -1.232389 2.655981 -1.521586 -0.4 -0.8 1.0
O -0.286840 1.354264 -3.031647 -0.2 -1.0 0.2
N -1.752273 0.509187 0.164792 0.3 -0.3 0.2
C -4.376401 3.081279 3.342577 -0.1 0.0 -0.3
C 12.287088 4.525081 7.518436 -0.1 0.0 0.2
C 11.484438 2.607579 2.585716 0.2 0.2 0.0
C 10.334214 3.522711 2.911792 -0.3 -0.1 0.0
C 2.826493 1.297620 -0.218647 -0.1 -0.2 0.8
C 10.591992 -1.031384 -1.701015 0.2 0.0 -0.2
C -12.553313 -5.632864 -1.238683 -0.6 -0.6 -1.3
C -2.889426 3.319753 3.319073 0.2 0.0 0.2
C 1.029998 -3.135282 2.408255 -0.1 0.3 -0.2
C -10.441417 -4.429216 -2.185957 -1.2 0.9 -0.1
C -8.660518 -2.906641 -3.309607 -1.1 0.3 0.2
C -0.219573 -0.846282 -1.160441 0.0 0.8 -0.6
C 2.199074 -0.900383 -1.759318 0.4 -0.8 -0.4
C 3.027828 5.792944 -0.165928 -0.5 -0.1 -0.2
C -13.339708 -6.878700 -1.733423 -0.2 -0.2 0.7
C -6.759439 -1.194849 -2.923062 0.9 -1.3 0.9
C -1.360207 0.232219 -1.198609 -0.6 -0.6 0.0
C -7.885268 -2.063083 -2.262235 -0.3 0.4 -1.5
C 4.535716 -1.160628 -2.564706 -1.2 0.8 -0.2
C -11.903604 -4.896665 -2.451632 0.2 0.0 0.8
C 0.221979 -4.176665 3.134270 0.2 -0.2 0.0
C 9.462964 -0.076407 -1.978624 -0.1 0.1 0.2
C 1.532696 0.806193 -0.262035 -0.9 0.3 0.4
C 3.506208 -0.434732 -1.733206 -0.2 0.1 0.3
C 3.808982 0.682941 -0.968946 1.0 0.1 -0.1
C 13.398254 5.538085 7.430071 0.1 0.0 -0.2
C 1.188169 -0.283122 -1.044158 0.4 -0.6 -0.1
C -5.375481 -1.534250 -2.272906 -0.1 0.9 0.4
C -3.819792 0.472383 -1.976602 0.1 -0.9 1.4
C 4.133160 6.067212 -1.152509 0.2 0.2 0.2
C -2.514490 -0.391240 -2.045804 -0.1 1.2 -0.8
C -0.929912 1.522027 -1.972096 1.0 1.5 -0.9
C -10.172581 -3.098990 -2.942324 0.9 -0.9 -0.6
C -4.927057 -0.390789 -1.295309 0.8 -0.2 -1.1
H -2.502315 3.482749 2.316616 -0.1 0.0 0.0
H -8.236934 -3.910706 -3.459832 0.2 0.3 0.1
H -12.519059 -4.008662 -2.665294 0.2 -0.3 -0.1
H 9.569763 0.448769 -2.922875 0.1 0.0 0.0
H 12.086457 3.022110 1.779502 0.0 0.0 0.0
H -12.690811 -7.760116 -1.843458 -0.1 0.3 -0.3
H -14.108833 -7.179412 -1.000904 0.3 0.1 -0.1
H 2.100785 -3.259026 2.540702 0.0 -0.1 0.1
H 4.367010 7.130189 -1.176114 0.0 0.0 0.0
H 0.306024 -5.141147 2.636792 0.0 0.0 0.0
H -7.483326 -2.747347 -1.508121 -0.1 0.5 0.1
H -9.746629 -5.221029 -2.495479 0.0 0.3 0.2
H -4.634357 -1.682037 -3.071608 0.0 0.2 0.4
H 12.529100 3.756359 8.250059 0.0 0.0 0.0
H -13.885092 -6.681886 -2.666822 0.3 0.0 0.1
H -11.936384 -5.552807 -3.334896 0.0 0.3 0.2
H -10.361950 -4.219035 -1.109015 0.3 -0.3 -0.2
H -4.459777 -0.852162 -0.410233 -0.4 0.3 0.0
H -5.789187 0.226748 -1.004253 0.2 -0.3 0.1
H -0.826120 -3.909633 3.227831 0.0 0.1 0.0
H 2.014785 -1.779621 -2.375316 -0.3 0.3 0.2
H -4.905205 4.010107 3.135541 0.0 0.0 0.0
H -2.633694 4.170834 3.947870 -0.1 0.0 0.0
H 12.061993 4.056239 6.564782 0.0 0.0 0.0
H 10.631766 -1.351294 -0.664306 -0.1 0.1 0.0
H -8.605961 -1.347872 -1.837753 0.2 -0.5 0.3
H 11.168536 1.603989 2.317753 -0.1 0.0 0.0
H -13.305149 -4.974003 -0.784542 0.6 0.0 0.3
H -4.734289 2.664300 4.279223 0.1 0.0 0.0
H 14.357926 5.041770 7.297334 0.0 0.0 0.0
H -10.546788 -2.233330 -2.377512 0.0 -0.3 -0.1
H 8.512060 -0.597242 -1.964074 -0.1 -0.1 0.0
H -4.126591 0.809074 -2.974195 0.0 0.0 0.3
H -8.658807 -2.421274 -4.298750 0.3 0.1 0.4
H -5.380361 -2.457831 -1.677832 -0.4 0.0 -0.5
H 13.448374 6.191825 8.295601 -0.1 0.0 0.0
H 4.822451 1.087243 -0.960134 -0.2 -0.1 0.0
H 3.026482 2.197820 0.403004 0.3 -1.9 -0.4
H -6.668360 -1.396562 -3.998170 -0.4 0.1 0.2
H 3.902924 5.727325 -2.157858 0.0 -0.1 0.1
H 2.187370 6.464417 -0.337748 0.1 0.1 0.0
H -11.781894 -5.956724 -0.531066 -0.3 0.3 0.1
H -2.712353 0.276483 0.364479 0.1 0.2 0.1
H -3.611006 1.329735 -1.318397 -0.1 0.1 -0.6
H 0.794201 -3.143194 1.344526 -0.1 0.0 0.0
H -2.167906 -0.314529 -3.085849 0.1 -0.4 0.3
H 10.641452 4.427275 3.428892 0.1 0.0 0.0
H -1.511325 1.449276 0.450405 -0.4 0.1 -0.3
H -10.719202 -3.144022 -3.898139 0.0 0.1 0.3
H 0.737328 1.296060 0.303971 0.3 -0.1 -0.1
H 3.354393 5.882719 0.865996 0.1 0.0 0.0
H -2.685082 -1.452188 -1.822336 0.0 0.3 0.2
H 9.794474 3.791341 2.005271 0.1 0.0 0.0
H -6.952525 -0.127308 -2.763035 0.0 -0.2 -0.3
H 10.518821 -1.904799 -2.345959 0.0 0.0 0.0
```
Forces are in eV/Å.

Output
Charge ... -1
Largest force on an atom ... 2.03 eV/Å
E_LUMO ... 1.56 eV

***

Entry 2:
Here is a molecular structure, C29H18Cl3N6O7S2V from OMol25. Energies are from ωB97M-V with the def2-TZVPD basis set.

```
66
Properties=species:S:1:pos:R:3:forces:R:3
V -0.331487 -0.958677 1.240517 0.1 -0.1 0.1
Cl -5.577662 0.643032 5.591563 0.0 0.0 0.0
Cl -0.598614 2.514158 -3.375259 0.0 0.0 0.0
Cl -3.742347 -3.854845 3.273146 0.0 0.0 0.0
S 1.553639 -4.163330 -1.387515 0.0 0.0 0.0
S 1.979744 -1.311304 -2.981550 0.0 0.0 0.0
O 2.580970 -2.573447 -3.343045 0.0 0.0 0.0
O 1.216225 -0.604348 -3.981590 0.0 0.0 0.0
O -1.687805 -1.985986 2.069122 0.0 0.1 0.0
O 1.787425 4.094584 -2.258467 0.0 0.0 0.0
O 1.290300 -0.043050 1.826661 -0.1 0.0 0.0
O 2.748066 3.653900 -0.313481 0.0 0.0 0.0
O 2.578727 1.774046 1.585145 0.0 0.0 0.0
N 5.945394 2.533528 -0.850641 0.0 0.0 0.0
N -1.498549 0.548672 2.434968 0.0 0.0 0.0
N 1.067049 -1.456319 -1.664030 0.0 0.0 0.0
N -0.751011 0.842067 -1.326198 0.1 0.0 0.1
N 0.302186 -2.571166 0.213825 0.1 0.0 0.0
N -0.171218 0.535261 -0.165633 -0.1 0.0 0.0
C 5.049223 1.615810 -1.376001 0.0 0.0 0.0
C 3.227980 -0.208172 -2.418799 0.0 0.0 0.0
C -2.600655 -1.460669 2.868316 0.0 0.0 0.0
C -4.434834 -0.142022 4.551863 0.0 0.0 0.0
C -3.890481 -1.684501 -2.413204 0.0 0.0 0.0
C 4.879146 0.362187 -0.776484 0.0 0.0 0.0
C 1.866165 3.406249 -1.276227 0.0 0.0 0.0
C -2.888355 -1.405830 -3.332739 0.0 0.0 0.0
C -0.093211 1.868124 -1.902949 -0.1 0.0 -0.1
C 3.977089 -0.542355 -1.296740 0.0 0.0 0.0
C -4.518751 -1.486929 4.344730 0.0 0.0 0.0
C -3.220239 2.014257 4.066727 0.0 0.0 0.0
C -2.843746 -0.227815 -0.819452 -0.1 0.0 0.0
C -1.337239 1.842737 2.595782 0.0 0.0 0.0
C -2.183738 2.616305 3.407184 0.0 0.0 0.0
C 3.405735 1.019056 -3.038005 0.0 0.0 0.0
C -1.846030 -0.550983 -3.007667 0.0 0.0 0.0
C 0.948725 2.251068 -1.061798 0.1 0.0 0.0
C 0.261847 -3.841941 0.782989 0.0 0.0 0.0
C 4.321836 1.920903 -2.527390 0.0 0.0 0.0
C -3.866975 -1.100827 -1.154649 0.0 0.0 0.0
C 1.670418 1.043681 1.228716 0.0 0.0 0.0
C 0.856619 1.347650 0.005313 0.0 0.0 0.0
C -3.417911 0.625252 3.926180 0.0 0.0 0.0
C -2.522436 -0.061941 3.092465 0.0 0.0 0.0
C -1.850421 0.033646 -1.753506 0.0 0.0 0.0
C -3.601315 -2.152570 3.502692 0.0 0.0 0.0
C 0.881000 -4.796626 0.084183 0.0 0.0 0.0
C 0.959472 -2.564988 -0.975492 0.0 0.0 0.0
H 5.726630 3.497788 -1.046604 0.0 0.0 0.0
H 2.731204 2.983463 0.417762 0.0 0.0 0.0
H -0.263717 -3.972209 1.716001 0.0 0.0 0.0
H -0.512987 2.307781 2.069179 0.0 0.0 0.0
H 2.806874 1.273387 -3.902630 0.0 0.0 0.0
H -4.688203 -2.366720 -2.675128 0.0 0.0 0.0
H 6.189349 2.387303 0.115706 0.0 0.0 0.0
H 4.442769 2.890094 -2.995243 0.0 0.0 0.0
H -5.295182 -2.062758 4.828332 0.0 0.0 0.0
H -1.019205 -0.381635 -3.684196 0.0 0.0 0.0
H -4.642952 -1.320856 -0.433521 0.0 0.0 0.0
H -2.822418 0.254799 0.152312 0.0 0.0 -0.1
H 0.971342 -5.838778 0.338701 0.0 0.0 0.0
H -2.001948 3.677186 3.498985 0.0 0.0 0.0
H 5.445198 0.112750 0.112964 0.0 0.0 0.0
H -3.887228 2.587139 4.696358 0.0 0.0 0.0
H -2.897674 -1.879614 -4.305039 0.0 0.0 0.0
H 3.838201 -1.504652 -0.817514 0.0 0.0 0.0
```
Forces are in eV/Å.

Output
Multiplicity ... 3
Largest force on an atom ... 0.20 eV/Å
E_LUMO (spin up / spin down) ... -1.24 / -1.30 eV
ΔE to the lowest compared entry with this formula, charge and spin ... 0.503 eV

***

Entry 3:
Here is 8 unconnected molecules or ions with the total composition C35H86N3O7S in a non-equilibrium geometry from OMol25. Energies are from ωB97M-V with the def2-TZVPD basis set.

```
132
Properties=species:S:1:pos:R:3:forces:R:3
S -3.919849 3.357028 -1.513655 -0.1 -0.1 -0.3
O 0.665858 -0.343741 -7.612077 -0.1 -0.2 0.1
O 1.067618 -1.385992 -0.413952 -0.2 0.3 0.1
O -6.159710 0.637469 6.238257 0.2 0.3 -0.1
O 5.459897 3.555233 8.959409 -0.1 0.1 -0.2
O 1.119368 3.751925 5.238997 -0.3 -0.1 -0.3
O -0.257305 -5.194392 -3.983181 0.1 0.0 0.3
O 0.280116 -4.977763 -10.645742 -0.2 0.1 0.0
N -2.822048 3.956718 1.454375 0.2 -2.6 4.2
N -3.925659 2.908851 3.394768 -1.9 0.7 0.0
N -3.102544 1.531805 1.600910 -0.3 3.2 2.1
C 1.574160 -6.880042 -11.516817 0.0 -0.1 0.2
C 0.213153 -2.407869 -0.911083 0.0 -0.1 -0.1
C 0.231249 -4.559492 -5.155966 -0.1 0.1 0.0
C 7.206837 3.182734 10.651763 -0.1 -0.2 0.0
C 0.304635 0.417879 -8.755657 0.0 0.0 -0.1
C 1.640877 1.507756 -6.319595 -0.1 0.1 -0.1
C -1.640123 1.222228 1.820966 1.7 -0.5 -0.2
C 6.125921 4.092381 10.093768 0.1 0.0 0.1
C -1.801610 -6.744285 -5.107111 0.1 0.1 -0.2
C -1.439206 4.887313 -1.246473 0.4 -0.5 -0.6
C -1.002888 3.642294 -0.375906 0.9 0.7 0.6
C 1.798783 0.106785 -6.885608 0.0 0.0 0.0
C -2.904325 4.855121 -1.862936 0.2 0.9 -1.0
C -4.977708 -0.105194 5.988585 -0.1 0.0 0.0
C 0.244732 3.576206 7.533540 0.0 0.2 0.0
C 3.666011 2.411822 10.194624 0.0 0.1 0.2
C -1.588239 -5.685900 -4.038648 0.0 -0.1 -0.1
C -7.371352 -0.105999 6.300053 -0.2 -0.1 0.1
C 0.510316 -5.233798 -9.269331 0.0 0.0 0.0
C 1.121047 2.992278 6.439888 0.0 0.0 0.1
C -1.353288 3.786488 1.188646 2.3 -1.0 -2.2
C 1.388556 0.476753 -9.816818 0.2 0.0 0.1
C 3.181545 -2.353163 -1.219543 -0.1 -0.1 -0.1
C -0.024550 -3.537069 0.074961 0.2 -0.1 0.1
C -0.566104 -3.334821 -5.565105 -0.2 0.0 0.0
C 1.584661 5.092370 5.340574 0.2 0.1 0.0
C 2.385225 -1.782562 -0.058834 0.1 0.0 -0.1
C 3.025802 5.201827 5.807941 0.0 -0.1 0.2
C 4.770617 2.330557 9.156005 0.0 0.0 0.1
C 1.743515 -4.541532 -8.717383 0.2 0.0 -0.1
C -3.313172 2.845069 2.183690 1.4 -0.9 -2.9
C 1.303801 -5.385407 -11.541437 0.0 -0.1 0.0
C -4.993015 -0.845593 4.663087 -0.1 -0.1 0.0
C -7.389088 -1.148842 7.403908 0.2 -0.1 0.0
C -0.720350 2.513162 1.919497 -0.6 0.2 -0.5
H 0.655079 -7.439802 -11.702855 0.0 0.1 -0.1
H -4.030943 -1.331993 4.486272 0.0 0.0 0.0
H 0.612074 4.548202 7.868890 0.0 -0.1 0.1
H -0.777512 3.719580 7.173163 0.0 -0.1 0.0
H -0.624822 -2.620885 -4.739296 0.1 0.0 0.0
H 1.256671 -4.253111 -4.934916 0.0 -0.1 0.2
H -0.369854 -4.863134 -8.737928 0.0 0.0 -0.2
H 5.399990 4.362835 10.867688 0.0 -0.1 0.1
H 6.588250 5.025374 9.764445 -0.1 -0.1 -0.2
H 1.930112 -0.593255 -6.056910 -0.1 -0.1 -0.1
H -4.937453 2.746756 3.422163 0.7 -0.3 0.3
H 0.964841 -5.106762 -12.541551 -0.1 0.1 0.1
H 2.147192 2.847050 6.793096 0.0 0.1 0.1
H -1.792816 -6.128637 -3.061015 0.2 0.1 0.0
H 1.696378 -3.465582 -8.904643 -0.1 0.0 0.1
H -6.643151 -1.928491 7.235298 -0.1 0.0 0.0
H -0.577487 -0.066941 -9.179452 0.0 -0.1 0.2
H -0.098233 -2.844494 -6.421946 0.0 0.0 0.1
H -8.367460 -1.630464 7.455424 0.1 0.1 0.0
H -3.460471 3.051442 4.291249 0.0 0.4 -0.8
H -3.475966 5.772084 -1.512188 0.5 -1.3 -0.3
H 1.695737 -0.530634 -10.107973 -0.1 0.0 0.0
H 1.824085 -4.708501 -7.641385 0.0 0.0 0.0
H 1.026677 1.004071 -10.701519 0.0 0.0 0.0
H 0.738930 1.575073 -5.706806 0.1 -0.1 0.0
H 7.736452 3.678437 11.467981 0.0 0.0 -0.1
H -1.310107 2.634226 -0.792321 0.0 1.3 0.5
H 3.684076 4.613965 5.164871 0.0 0.1 0.0
H 2.700494 0.029981 -7.501871 0.0 0.1 0.0
H 0.140129 3.625242 -0.396783 -1.4 0.1 0.1
H -0.743079 -1.927446 -1.133188 0.1 0.2 0.0
H -0.509478 2.791802 2.993449 -0.1 -0.4 -1.1
H -1.658261 -6.339017 -6.111016 -0.1 0.0 0.0
H 3.203386 -1.648523 -2.053815 0.0 0.0 0.1
H -1.589336 -3.593737 -5.846549 0.1 0.0 -0.1
H -5.765072 -1.616517 4.639440 0.1 0.0 0.0
H -3.950693 2.636879 -2.690365 0.4 0.9 0.6
H 0.233062 2.270938 1.348922 -1.1 0.4 1.1
H -2.817230 -7.141881 -5.050808 0.1 0.0 0.0
H -8.166064 0.618466 6.489161 0.2 0.1 -0.1
H -0.747750 -4.248219 -0.328532 0.0 0.1 0.0
H 7.925664 2.917934 9.873464 0.0 0.1 0.0
H 2.505744 1.769342 -5.705766 0.0 0.0 0.0
H -7.170159 -0.689427 8.369995 -0.1 0.0 0.0
H 2.746515 -3.284285 -1.588409 0.1 0.0 0.0
H 4.206823 -2.565036 -0.909078 -0.1 0.0 0.0
H 2.889245 -0.883597 0.303769 -0.2 0.0 0.0
H -5.196278 -0.153790 3.839600 0.0 0.0 0.0
H -1.093112 -7.565712 -4.981043 -0.1 0.0 0.1
H -0.404750 -3.146185 1.022686 0.0 0.0 -0.1
H 4.061483 2.621164 11.190603 0.0 -0.1 0.0
H -4.776890 -0.788742 6.819616 0.0 -0.1 -0.1
H -2.294666 -4.857406 -4.157707 0.0 0.0 -0.1
H 2.220472 -4.815875 -11.355240 0.1 -0.1 0.0
H 2.310052 -7.145693 -12.278801 -0.1 0.0 0.0
H -0.009105 1.423962 -8.456430 0.1 0.0 0.0
H -1.522883 0.672658 2.809349 -0.3 0.5 -1.3
H -0.704201 4.949685 -2.116602 -0.9 -0.1 1.1
H 4.329216 2.069971 8.190743 0.1 0.1 0.0
H 6.789542 2.252350 11.042637 0.0 0.1 0.1
H 2.357519 -2.482804 0.782415 0.0 -0.1 0.0
H 0.222779 2.911231 8.399047 0.0 0.0 -0.1
H -1.273635 0.564315 0.979282 -0.5 0.7 1.0
H -4.157170 0.617553 5.979000 -0.1 0.1 0.1
H 3.119859 1.467440 10.244656 0.0 0.0 0.0
H 2.964459 3.212648 9.946077 0.0 -0.1 0.0
H 1.507682 5.520895 4.338145 -0.1 -0.2 0.0
H 0.895058 -4.083996 0.292534 -0.1 0.0 -0.1
H 3.149357 4.832206 6.827967 0.0 0.1 0.0
H 1.556107 2.255505 -7.110745 0.1 0.0 0.0
H 1.964958 -7.203783 -10.549810 0.1 0.0 -0.1
H 0.595142 -2.790302 -1.863115 0.0 -0.1 0.0
H -7.589661 -0.558039 5.326885 0.0 -0.1 0.0
H -0.795533 4.691718 1.590217 -1.0 -0.9 -0.6
H 3.352692 6.243451 5.790134 0.0 -0.1 0.0
H 2.278163 0.999140 -9.457832 0.0 0.1 -0.1
H 5.479722 1.531509 9.397023 0.0 0.0 0.1
H -3.671672 0.897677 2.178029 0.5 0.2 -0.4
H -1.299675 5.842570 -0.661246 -0.1 -1.0 -0.5
H 0.294024 -5.280741 -5.977905 -0.1 0.0 0.0
H 0.549792 -6.313465 -9.086730 0.1 0.0 0.0
H -2.837424 4.962403 -2.994196 -0.1 -0.1 1.5
H 0.916881 5.678772 5.980333 0.0 0.0 0.1
H 2.658977 -4.914394 -9.182010 0.0 0.0 0.1
H 0.742590 2.001543 6.176243 0.0 0.1 -0.2
H -2.956247 4.804658 2.020980 -0.3 -0.4 -0.4
```
Forces are in eV/Å.

Output
Charge ... +1
Largest force on an atom ... 4.94 eV/Å
E_LUMO ... -4.32 eV